The following is a DFT calculation (ωB97M-V with the def2-TZVPD basis set) of a 15-piece molecular cluster, C44H126N8O20 overall.

The value obtained for the LUMO energy is 0.26 eV. For the HOMO-LUMO gap, the calculation gives 9.5 eV. The value obtained for the total energy is -100532.8343 eV. The relative energy (zero: lowest compared OMol25 entry of this formula, charge and spin) comes out at 0.0000 eV. For the HOMO energy, the calculation gives -9.2 eV.

Geometry as XYZ:
```
198
Properties=species:S:1:pos:R:3:forces:R:3:mulliken_charge:R:1
C 4.007 5.117 1.744 1.88 -1.00 0.01 -0.41
C 2.716 4.735 2.366 -1.25 0.54 1.46 0.31
O 2.942 3.810 3.433 1.28 -0.29 -0.32 -0.67
O 4.968 5.707 2.642 -0.91 0.73 -0.89 -0.59
H 3.953 5.681 0.814 -0.44 0.79 0.51 0.28
H 4.445 4.206 1.336 0.21 -0.62 0.16 0.17
H 1.974 4.338 1.674 0.21 -0.11 -0.38 -0.25
H 2.255 5.587 2.867 -0.07 0.52 -0.35 0.38
H 2.103 3.499 3.779 -0.55 -0.02 -0.39 0.27
H 5.206 5.113 3.358 -0.24 -0.61 -0.19 0.36
C 0.605 -4.394 4.006 -0.96 0.49 -0.94 -0.57
C -0.303 -3.553 3.013 2.22 -0.64 -0.08 0.35
O -0.624 -4.346 1.862 -1.13 -0.35 2.11 -0.64
O -0.213 -5.340 4.665 0.41 0.00 0.50 -0.56
H 1.206 -3.820 4.711 -0.91 0.52 0.62 0.30
H 1.448 -4.854 3.491 -0.33 -0.49 -0.85 0.26
H 0.310 -2.702 2.718 0.04 0.13 -0.33 -0.28
H -1.166 -3.118 3.517 -0.28 -0.46 0.08 0.41
H -0.255 -3.907 1.092 0.66 0.70 -0.56 0.32
H -0.811 -5.703 4.007 0.00 -0.11 -0.18 0.35
C 1.144 1.343 -5.614 -0.40 1.53 -0.85 0.48
C 0.481 2.670 -6.130 0.95 -0.91 0.48 -0.67
O -0.274 2.512 -7.306 -0.17 -0.02 -0.22 -0.59
O 0.114 0.469 -5.209 -0.47 0.27 0.33 -0.40
H 1.848 1.623 -4.831 -0.06 -0.16 0.25 -0.13
H 1.714 0.890 -6.426 0.11 0.04 -0.19 0.35
H 1.259 3.398 -6.361 0.18 -0.14 -0.08 0.30
H -0.101 3.119 -5.325 -0.30 -0.13 0.23 0.14
H -0.937 1.836 -7.147 -0.05 -0.15 0.09 0.36
H 0.498 -0.369 -4.938 0.24 -0.52 0.05 0.12
C 5.597 1.143 3.036 0.21 0.63 0.00 -0.33
C 6.148 1.869 4.219 1.39 0.06 -0.79 -0.68
O 6.238 3.312 4.018 -0.40 -1.32 0.36 -0.47
O 4.225 1.285 3.027 -1.24 -1.04 -0.53 -0.32
H 5.926 0.108 3.126 -0.54 -0.29 0.13 0.37
H 6.032 1.481 2.096 0.31 0.36 -0.14 0.27
H 7.145 1.428 4.248 0.51 0.44 0.83 0.36
H 5.556 1.575 5.086 0.07 0.30 0.14 0.31
H 6.383 3.657 4.901 0.08 0.30 0.03 0.31
H 4.028 2.224 3.060 -0.46 0.63 0.08 0.18
C 5.837 2.518 -2.383 1.26 0.30 0.03 0.08
C 5.225 1.502 -3.345 -0.62 0.55 0.27 0.14
O 3.908 1.860 -3.670 0.32 0.72 -1.08 -0.45
O 6.330 3.702 -3.027 -0.49 -0.04 -0.39 -0.62
H 6.720 2.142 -1.867 -0.01 -0.83 0.13 0.42
H 5.159 2.853 -1.598 -0.63 -0.46 -0.05 -0.24
H 5.176 0.520 -2.875 0.57 -0.23 0.18 -0.21
H 5.727 1.424 -4.308 0.61 0.10 0.29 0.42
H 3.325 1.552 -2.973 -0.71 -0.36 0.45 0.12
H 6.497 4.305 -2.299 0.13 0.28 -0.20 0.33
C -3.284 -2.064 -5.340 0.28 0.65 0.49 -0.18
O -4.484 -2.075 -4.642 -2.04 -0.30 0.46 -0.49
H -3.327 -1.236 -6.047 0.56 -0.21 -0.39 0.36
H -2.614 -1.802 -4.522 0.91 -0.33 -0.64 -0.22
H -3.139 -3.044 -5.794 0.66 0.16 -0.16 0.26
H -5.185 -2.208 -5.285 -0.31 -0.01 0.16 0.24
C 2.716 -1.881 -3.731 -0.46 -0.18 -0.24 0.28
O 1.511 -2.192 -4.422 0.10 0.88 -0.66 -0.69
H 2.536 -1.925 -2.657 0.21 -0.02 0.23 -0.59
H 3.480 -2.600 -4.028 0.23 0.10 0.20 0.30
H 3.019 -0.865 -3.981 0.09 -0.04 -0.07 0.06
H 1.010 -2.813 -3.888 -0.01 -0.21 0.38 0.63
C 2.031 -5.256 0.240 0.41 -1.08 0.32 -2.05
C 1.553 -4.160 -0.659 1.41 0.16 -0.83 1.25
C 0.688 -4.750 -1.810 0.87 0.65 1.68 -1.23
O 0.213 -3.836 -2.768 0.08 -0.40 0.41 -0.14
C -0.806 -4.441 -3.544 -0.53 0.66 -0.53 -0.90
N 0.968 -3.098 0.121 -1.28 0.26 -0.33 1.01
H 1.224 -5.869 0.644 -0.08 0.04 0.02 0.41
H 2.603 -4.871 1.084 -0.17 0.28 0.11 0.35
H 2.744 -5.909 -0.264 -0.14 -0.14 -0.25 0.51
H 2.461 -3.665 -1.003 0.36 -0.57 -1.18 -0.03
H -0.157 -5.180 -1.272 -0.24 -0.52 -0.25 0.49
H 1.324 -5.481 -2.310 -0.22 -0.42 0.09 0.50
H -0.783 -3.911 -4.496 -0.33 -0.06 -0.04 0.23
H -1.767 -4.307 -3.049 -0.17 0.11 -0.02 0.30
H -0.709 -5.506 -3.754 0.59 -0.09 0.21 0.38
H 1.723 -2.672 0.639 0.02 0.10 0.29 0.22
H 0.702 -2.420 -0.579 -0.45 0.73 0.12 -0.99
C 2.739 5.037 -2.364 0.69 -0.11 0.52 -1.17
C 1.550 5.284 -3.235 -1.54 0.38 0.44 1.25
C 0.172 4.902 -2.552 2.07 -0.89 -0.40 -1.11
O 0.152 3.463 -2.470 0.44 1.16 -0.01 -0.05
C -1.149 3.066 -2.315 -2.10 -0.63 -0.86 -1.18
N 1.549 6.681 -3.629 0.12 0.20 0.01 -0.75
H 2.743 4.020 -1.972 0.21 -0.05 -0.18 0.03
H 2.807 5.707 -1.507 -0.50 0.20 0.23 0.34
H 3.656 5.258 -2.910 0.02 -0.45 -0.21 0.37
H 1.666 4.692 -4.143 -0.26 -0.24 0.02 -0.21
H -0.672 5.277 -3.131 -0.03 -0.11 -0.30 0.45
H 0.057 5.262 -1.529 0.23 0.48 0.13 0.23
H -1.271 1.990 -2.437 0.32 -0.09 0.38 0.10
H -1.756 3.476 -3.123 -0.14 0.08 -0.51 0.44
H -1.690 3.448 -1.449 0.44 -0.16 0.76 0.42
H 1.612 7.243 -2.792 -0.01 0.31 0.05 0.28
H 0.690 6.927 -4.100 -0.07 0.09 -0.13 0.27
C 2.176 1.636 0.278 -0.34 -0.01 -0.26 -0.89
C 1.716 0.606 -0.765 -1.96 0.80 -0.54 1.99
C 0.177 0.247 -0.464 1.73 0.04 0.54 -0.95
O -0.260 -0.860 -1.227 -0.10 1.16 -0.12 0.48
C -1.583 -1.177 -0.852 -0.86 -1.25 -1.23 -0.95
N 1.867 1.163 -2.159 -0.67 -0.96 1.59 1.58
H 1.725 2.602 0.050 -0.32 0.06 -0.24 -0.18
H 3.242 1.858 0.304 0.10 -0.52 0.05 0.36
H 1.798 1.385 1.269 0.40 -0.15 0.13 0.26
H 2.228 -0.356 -0.752 0.31 0.06 0.28 -1.38
H -0.512 1.088 -0.547 0.18 0.33 -0.55 0.02
H 0.079 -0.025 0.587 0.30 -0.19 0.52 0.11
H -2.050 -1.643 -1.720 0.08 -0.23 -0.13 0.18
H -2.281 -0.363 -0.656 0.51 0.47 0.41 0.39
H -1.603 -1.940 -0.074 0.06 0.23 0.46 -0.04
H 1.529 2.115 -2.163 0.02 0.51 0.30 -0.76
H 1.107 0.721 -2.656 0.09 -0.51 -0.83 -0.30
C 6.484 -2.743 -4.623 0.16 1.06 0.15 -1.42
C 6.793 -3.580 -3.387 -0.63 0.72 -0.45 0.37
C 5.939 -3.171 -2.108 1.35 -1.08 -0.04 -0.35
O 6.139 -1.833 -1.726 0.27 0.57 -0.10 -0.38
C 5.677 -1.419 -0.421 0.13 0.22 -1.70 -0.37
N 6.528 -4.928 -3.867 -0.42 -1.32 0.46 -0.75
H 5.479 -2.909 -5.010 -0.01 -0.21 0.18 0.42
H 7.187 -2.970 -5.424 0.05 -0.14 -0.02 0.46
H 6.584 -1.674 -4.436 0.00 0.06 0.14 0.17
H 7.858 -3.509 -3.165 0.06 0.57 0.45 0.36
H 6.374 -3.774 -1.311 -0.15 -0.49 0.32 0.48
H 4.893 -3.465 -2.198 -0.26 0.19 -0.33 0.03
H 4.623 -1.168 -0.540 -0.37 -0.42 0.56 -0.11
H 6.159 -0.460 -0.230 0.25 -0.14 0.08 0.17
H 5.918 -2.127 0.372 -0.20 -0.15 -0.04 0.54
H 6.888 -5.677 -3.294 -0.14 0.10 0.85 0.23
H 7.058 -5.112 -4.706 -0.16 0.52 -0.48 0.26
C -7.353 -0.808 -2.690 0.34 -0.55 1.16 -1.44
C -6.397 -1.246 -1.511 0.21 0.01 -0.76 0.41
C -6.517 -2.770 -1.212 0.64 1.95 -1.06 -0.79
O -7.838 -2.927 -0.821 -0.46 -0.53 0.01 -0.32
C -8.189 -4.286 -0.790 -0.56 0.16 0.88 -0.87
N -5.027 -0.873 -1.856 0.50 -0.21 0.22 -0.08
H -6.998 -1.325 -3.581 -0.16 -0.22 -0.06 0.23
H -7.283 0.253 -2.929 0.08 0.10 0.35 0.43
H -8.393 -1.061 -2.481 0.02 -0.03 -0.14 0.37
H -6.585 -0.785 -0.541 -0.53 0.38 -0.20 -0.01
H -5.781 -3.101 -0.480 -0.01 0.10 0.48 0.38
H -6.258 -3.307 -2.125 -0.27 -0.34 -0.38 0.55
H -7.613 -4.770 -0.001 0.37 -0.49 -0.22 0.32
H -8.080 -4.752 -1.769 0.13 -0.19 0.02 0.33
H -9.221 -4.357 -0.444 -0.12 0.08 -0.30 0.28
H -4.965 0.127 -1.985 -0.12 0.30 0.35 0.26
H -4.791 -1.211 -2.778 -0.01 -0.48 -0.22 0.06
C -3.460 1.480 7.502 1.87 0.08 1.05 -1.87
C -2.876 1.242 6.117 -0.03 0.03 -0.48 0.96
C -1.612 0.329 5.946 -1.30 0.61 0.83 -1.04
O -1.231 0.205 4.549 -2.49 1.24 1.52 0.59
C -0.057 -0.462 4.398 1.81 -0.32 0.33 -1.25
N -3.939 0.653 5.356 -0.38 -0.19 -0.95 -0.12
H -4.325 2.140 7.554 -0.16 -0.43 -0.61 0.37
H -2.715 2.012 8.094 0.23 0.07 0.23 0.45
H -3.611 0.552 8.054 -0.43 -0.13 -0.13 0.43
H -2.644 2.233 5.728 0.06 0.05 -0.29 -0.28
H -1.925 -0.640 6.335 0.14 -0.47 -0.17 0.47
H -0.877 0.691 6.666 0.96 0.14 -0.62 0.46
H 0.135 -0.717 3.356 -0.33 -0.04 -0.01 -0.07
H -0.026 -1.346 5.036 0.18 -0.34 -0.13 0.48
H 0.735 0.219 4.708 0.67 -0.26 0.17 0.60
H -3.534 0.329 4.489 -0.34 0.12 -0.54 -0.41
H -4.159 -0.211 5.832 -0.49 -0.29 0.18 0.36
C -8.006 -2.362 3.013 1.22 -0.69 -1.45 -1.49
C -6.767 -1.606 3.495 -1.25 -0.75 0.33 0.54
C -5.894 -1.108 2.307 -0.08 -0.17 0.79 -0.40
O -4.622 -0.627 2.687 1.13 -0.81 0.88 0.10
C -3.620 -1.678 2.863 -0.67 1.25 -0.47 -0.64
N -7.222 -0.570 4.434 1.11 -0.53 -0.72 -0.73
H -8.559 -1.769 2.284 -0.58 0.25 0.46 0.38
H -8.587 -2.891 3.768 -0.10 0.69 0.15 0.38
H -7.621 -3.150 2.366 -0.01 -0.40 -0.12 0.29
H -6.226 -2.326 4.109 0.55 -0.04 -0.14 0.24
H -6.350 -0.226 1.858 -0.41 -0.21 -0.26 0.34
H -5.733 -1.910 1.587 -0.37 -0.10 -0.31 -0.16
H -3.423 -2.092 1.874 -0.01 -0.47 0.08 0.39
H -3.903 -2.424 3.606 -0.22 -0.14 -0.15 0.51
H -2.705 -1.197 3.210 -0.09 0.14 -0.01 -0.43
H -6.381 -0.011 4.440 -0.20 1.22 0.72 0.29
H -7.976 -0.085 3.968 0.01 0.55 0.04 0.32
C -1.369 4.501 4.035 -0.58 -0.44 0.38 -1.76
C -1.139 3.098 3.429 -2.05 1.58 -1.51 3.45
C -1.502 3.098 1.895 0.81 0.13 0.11 -0.90
O -2.849 3.219 1.529 -0.61 0.86 0.54 -0.56
C -3.703 2.193 2.026 0.99 -0.14 -0.35 -0.39
N 0.228 2.737 3.660 0.29 -0.59 -0.03 0.28
H -1.083 5.351 3.415 0.18 -0.24 -0.19 0.25
H -0.840 4.572 4.985 0.27 0.06 0.05 0.54
H -2.410 4.643 4.326 -0.18 -0.01 -0.30 0.38
H -1.838 2.390 3.873 0.13 0.04 0.24 -2.29
H -1.125 2.238 1.341 0.41 -0.72 0.49 0.24
H -0.966 3.926 1.431 -0.11 0.34 0.01 0.17
H -4.586 2.153 1.388 0.03 0.08 0.18 0.37
H -3.960 2.322 3.078 -0.20 0.12 0.01 0.22
H -3.145 1.262 1.927 -0.26 -0.41 0.05 0.08
H 0.240 1.736 3.525 0.54 -0.21 -0.20 -0.53
H 0.317 2.840 4.661 0.37 -0.07 0.42 0.50
```
Positions in Å, forces in eV/Å.

***

The following is a DFT calculation (ωB97M-V with the def2-TZVPD basis set) of C20H20BrIN2OPdS as an isolated structure.

The value obtained for the LUMO energy (spin up / spin down) is -7.29 / -7.29 eV. For the HOMO-LUMO gap (spin up / spin down), the calculation gives 7.4 / 7.4 eV. The value obtained for the total energy is -118536.1339 eV. The relative energy (zero: lowest compared OMol25 entry of this formula, charge and spin) comes out at 0.0000 eV. For the HOMO energy (spin up / spin down), the calculation gives -14.7 / -14.7 eV. Its total charge is +2.

Geometry as XYZ:
```
47
Properties=species:S:1:pos:R:3:forces:R:3:mulliken_charge:R:1
Pd -0.460 -1.086 -0.934 0.52 0.93 0.45 0.50
C -1.628 2.791 -2.804 0.01 0.02 0.02 -0.81
C -2.804 3.054 -2.125 -0.01 0.02 0.00 -0.49
C -3.205 2.203 -1.104 0.06 -0.01 -0.03 -0.62
C -2.421 1.104 -0.805 0.09 0.02 0.11 1.04
N -1.284 0.842 -1.487 -0.34 -0.33 -0.04 0.08
C -0.896 1.667 -2.457 0.00 -0.03 -0.03 -0.13
C -2.711 0.173 0.308 0.12 0.09 -0.11 0.12
C -3.787 0.280 1.170 -0.02 0.03 0.02 -0.61
C -3.924 -0.624 2.212 0.01 0.02 -0.01 -0.56
C -2.973 -1.617 2.384 0.05 -0.02 -0.02 -0.74
C -1.923 -1.690 1.489 -0.04 0.07 -0.01 -0.13
N -1.811 -0.819 0.484 0.07 -0.17 -0.11 0.17
H -1.275 3.440 -3.592 0.01 -0.01 0.00 0.43
H -3.402 3.919 -2.376 0.00 0.00 0.00 0.46
H -4.111 2.407 -0.553 0.00 -0.01 -0.01 0.39
H 0.025 1.420 -2.966 -0.03 -0.01 -0.03 0.43
H -4.512 1.069 1.035 0.00 -0.01 0.01 0.38
H -4.765 -0.548 2.887 0.00 0.00 0.00 0.47
H -3.039 -2.331 3.191 0.00 0.00 0.00 0.45
H -1.141 -2.434 1.554 0.00 -0.04 0.01 0.50
O 0.861 -1.867 0.577 -0.29 -0.35 0.00 -0.55
S 2.386 -2.075 0.462 0.13 0.05 -0.11 0.34
C 2.612 -3.850 0.238 -0.01 0.01 0.01 -0.65
C 2.390 -4.464 1.614 -0.07 0.06 0.01 -0.55
C 3.212 -3.593 2.560 0.05 0.01 -0.04 -0.65
C 2.911 -2.132 2.203 -0.04 0.02 -0.01 -0.55
H 3.643 -3.979 -0.102 0.00 0.00 -0.01 0.47
H 1.934 -4.168 -0.554 -0.01 -0.02 0.02 0.34
H 2.690 -5.510 1.636 0.04 0.01 0.00 0.40
H 1.329 -4.417 1.869 0.01 -0.03 0.01 0.21
H 4.274 -3.791 2.413 0.00 -0.02 0.01 0.33
H 2.988 -3.781 3.608 -0.02 0.00 -0.01 0.33
H 3.754 -1.454 2.326 0.01 -0.02 0.01 0.42
H 2.052 -1.723 2.735 0.00 -0.01 0.01 0.28
Br 1.179 -1.350 -2.815 -0.10 0.05 0.14 0.04
C 0.633 -2.906 -3.803 -0.02 -0.04 -0.06 1.01
C 1.618 -3.458 -4.605 -0.01 0.00 0.01 -0.72
C 1.304 -4.558 -5.387 0.02 -0.01 -0.01 -0.55
C 0.025 -5.089 -5.359 0.00 0.00 0.00 -0.65
C -0.951 -4.528 -4.550 0.02 -0.01 -0.01 -0.50
C -0.652 -3.422 -3.764 0.01 0.03 0.04 0.00
I -2.183 -2.629 -2.589 -0.21 -0.31 -0.24 0.24
H 2.614 -3.035 -4.625 0.00 0.01 0.01 0.41
H 2.066 -4.996 -6.017 0.00 0.00 0.00 0.41
H -0.222 -5.948 -5.968 0.00 0.00 0.00 0.41
H -1.947 -4.950 -4.533 0.00 0.01 0.01 0.39
```
Positions in Å, forces in eV/Å.

***

The following is a DFT calculation (ωB97M-V with the def2-TZVPD basis set) of an isolated ion of composition C4H13N3 and charge +1.

The value obtained for the LUMO energy (spin up / spin down) is -3.94 / -3.98 eV. For the HOMO-LUMO gap (spin up / spin down), the calculation gives 2.6 / 8.2 eV. The value obtained for the total energy is -8817.0490 eV. The relative energy (zero: lowest compared OMol25 entry of this formula, charge and spin) comes out at 3.9552 eV. As for the spin multiplicity: 2. For the HOMO energy (spin up / spin down), the calculation gives -6.5 / -12.2 eV. Its total charge is +1.

Geometry as XYZ:
```
20
Properties=species:S:1:pos:R:3:forces:R:3:lowdin_spin:R:1
C -1.196 -1.046 -0.141 0.66 2.16 -1.06 0.02
C 0.373 -0.898 -0.502 -2.56 0.52 -2.73 0.01
C 0.800 0.539 -0.189 0.49 -0.36 -0.65 0.07
C 0.886 0.884 1.104 0.66 0.78 -0.83 0.17
N 1.042 2.318 1.467 0.99 -1.42 0.84 0.24
N 1.062 1.309 -1.331 0.46 2.88 -0.35 0.05
N -1.786 -2.405 -0.502 -2.41 -1.45 0.51 0.01
H -1.246 -0.771 0.905 -0.40 -0.79 0.39 0.01
H -1.973 -0.303 -0.628 2.01 -1.33 0.46 0.01
H 0.551 -1.207 -1.647 -0.17 0.69 2.69 0.00
H 0.797 -1.564 0.189 1.16 -1.07 0.57 0.00
H 0.634 0.222 1.924 0.04 0.23 -0.20 0.03
H 1.180 2.881 0.608 -0.76 0.33 -0.10 0.07
H 0.117 2.462 2.090 0.46 1.07 -0.16 0.20
H 1.976 2.493 1.958 -1.31 -0.41 0.06 0.06
H 1.450 2.328 -1.406 -1.32 -2.20 1.60 0.03
H 1.589 0.936 -2.087 0.11 -1.56 -0.49 0.01
H -1.762 -3.376 -0.028 1.70 1.77 -0.51 0.00
H -1.701 -2.525 -1.537 -0.24 -0.12 0.99 0.00
H -2.792 -2.278 -0.246 0.42 0.26 -1.03 0.00
```
Positions in Å, forces in eV/Å.

***

> Which value of relative energy (zero: lowest compared OMol25 entry of this formula, charge and spin) does entry 1 give?

0.0000 eV